1.
One molecule with the formula C7H10. Source: the Open Molecules 2025 dataset; level of theory: the ωB97M-V functional and the def2-TZVPD basis.

Last column: Mulliken charge in e.
Element x y z (Å)
C (0.897, 1.623, 1.472)  -0.736
C (0.055, -2.010, 0.499)  -1.195
C (0.308, 1.235, -0.933)  -0.468
C (-0.493, -0.011, -1.069)  0.136
C (0.077, 1.808, 0.443)  -0.042
C (-1.089, -0.990, -1.672)  -0.654
C (-0.967, -1.115, -0.180)  -0.030
H (0.071, 1.951, -1.729)  0.287
H (-0.876, 2.313, 0.596)  0.302
H (-1.855, -0.929, 0.432)  0.319
H (1.839, 1.088, 1.361)  0.246
H (1.050, -1.862, 0.064)  0.292
H (1.368, 0.969, -1.049)  0.267
H (-0.182, -3.075, 0.411)  0.328
H (-1.423, -1.465, -2.582)  0.381
H (0.132, -1.773, 1.567)  0.314
H (0.656, 1.977, 2.470)  0.254

Values from the calculation:
SMILES ... C=CCC1=C[C@H]1C

2.
One molecule with the formula C7H10. Source: the Open Molecules 2025 dataset; level of theory: the ωB97M-V functional and the def2-TZVPD basis.

Last column: Mulliken charge in e.
Element x y z (Å)
C (-0.890, -0.790, -1.159)  -0.676
C (-1.496, -1.215, 0.144)  -0.787
C (-1.264, 2.376, 0.573)  0.201
C (-0.460, -0.115, 0.123)  0.914
C (2.027, 0.321, -0.153)  -1.093
C (-0.921, 1.242, 0.354)  -1.015
C (0.941, -0.395, 0.652)  -0.695
H (2.971, 0.368, 0.399)  0.350
H (0.982, -0.082, 1.701)  0.354
H (1.111, -1.480, 0.643)  0.316
H (-2.525, -0.933, 0.346)  0.292
H (-1.195, -2.170, 0.568)  0.238
H (2.219, -0.189, -1.103)  0.287
H (-0.162, -1.448, -1.626)  0.258
H (-1.563, 3.382, 0.769)  0.461
H (-1.501, -0.219, -1.852)  0.280
H (1.724, 1.347, -0.380)  0.313

Values from the calculation:
SMILES ... C#CC1(CC)CC1

3.
One molecule with the formula C7H10. Source: the Open Molecules 2025 dataset; level of theory: the ωB97M-V functional and the def2-TZVPD basis.

Last column: Mulliken charge in e.
Element x y z (Å)
C (-0.011, -0.414, 0.284)  -0.594
C (3.191, -0.469, -1.395)  -0.662
C (-1.372, 1.754, 0.560)  -0.656
C (-2.474, -0.359, 1.166)  -1.203
C (1.177, -0.033, -0.328)  -0.286
C (-1.270, 0.421, 0.656)  0.712
C (1.882, -0.738, -1.419)  -0.064
H (1.748, 0.752, 0.179)  0.256
H (-3.251, 0.396, 1.628)  0.313
H (-0.330, -1.457, 0.232)  0.341
H (3.517, 0.100, -0.579)  0.223
H (-2.280, 2.198, 1.123)  0.217
H (-2.991, -1.021, 0.430)  0.277
H (3.952, -0.774, -2.155)  0.249
H (-0.957, 2.269, -0.359)  0.256
H (-2.109, -1.053, 2.007)  0.271
H (1.576, -1.571, -2.030)  0.350

Values from the calculation:
SMILES ... C=C/C=C/C(=C)C

4.
A 2-piece molecular cluster, C7H10 overall. Source: the Open Molecules 2025 dataset; level of theory: the ωB97M-V functional and the def2-TZVPD basis.

Last column: Mulliken charge in e.
Element x y z (Å)
C (1.519, 1.004, 0.838)  -0.381
C (2.168, -0.299, 0.507)  -0.565
C (-2.215, 1.430, -0.712)  -0.506
C (0.797, -0.262, 1.177)  -0.377
C (0.600, -1.789, -1.021)  -0.704
C (-2.339, 0.149, -0.384)  -0.412
C (1.017, -0.961, -0.078)  0.628
H (-0.416, -2.168, -1.050)  0.251
H (0.499, -0.625, 2.152)  0.242
H (3.098, -0.715, 0.870)  0.252
H (1.134, 1.625, 0.029)  0.169
H (-2.486, -0.168, 0.646)  0.238
H (1.284, -2.100, -1.804)  0.236
H (-2.287, -0.637, -1.133)  0.193
H (-2.063, 1.741, -1.742)  0.234
H (-2.262, 2.218, 0.035)  0.242
H (1.951, 1.558, 1.671)  0.262

Values from the calculation:
SMILES ... C=C1[C@H]2C[C@@H]12.C=C

In the order shown, the computed energy values come out to -7417.9622; -7418.6450; -7417.0672; -7417.0087 eV.
In the order shown, the computed F_max values come out to 0.00700; 0.00733; 0.05351; 0.00643 hartree/bohr.
In the order shown, the computed HOMO level values come out to -9.06; -9.34; -7.87; -8.55 eV.